1.
Formula: C17H18N5O6P
Source: OMol25
Level of theory: ωB97M-V with the def2-TZVPD basis set

## Properties
Structure (SMILES): O=[N+]([O-])c1ccc2nc(NCc3ccccc3)nc(NCCOP(=O)(O)O)c2c1
E_HOMO, eV: -8.6
Net charge: 0
Total energy, Eh: -1725.21298

Geometry (Å):
O 2.1959 -4.8963 3.9568
O 3.5946 -3.3824 3.3746
O 3.3377 4.4755 -1.0176
N 0.0152 0.6997 0.2792
N -1.6408 -0.5752 1.4308
O 2.4225 2.2499 -1.8115
O 4.7805 3.1676 -2.4813
O 4.3497 2.4136 0.0242
C -1.2247 0.3780 0.5746
C -4.0046 -0.9106 -4.2873
C -4.0985 0.4473 -4.0838
C -3.7831 -1.8225 -3.2509
C -3.9142 0.9361 -2.7916
C -3.5690 -1.2883 -1.9636
C -0.0156 -3.1879 3.3814
C 1.3698 -2.9881 3.0629
C -3.6557 0.0962 -1.7043
C -1.0302 -2.3916 2.8479
C 0.8812 -0.0422 0.8731
C 1.6544 -1.9268 2.2189
C -0.7009 -1.3697 1.9759
C 0.6388 -1.1228 1.7020
N -2.1236 1.1134 -0.1308
N 2.0942 0.3984 0.5168
N 2.4526 -3.8057 3.4816
C -3.4866 0.5991 -0.2979
C 3.4309 2.3833 1.1096
C 3.0258 0.9588 1.4816
P 3.7179 3.0701 -1.3216
H 2.1352 2.7400 -2.6169
H 5.2252 3.9549 -2.2118
H -4.1867 -1.2758 -5.3257
H -4.3982 1.1071 -4.9011
H -3.7893 -2.8878 -3.3824
H -4.0204 1.9950 -2.5633
H -3.3260 -1.9565 -1.1388
H -0.2533 -3.9988 4.0720
H -2.0770 -2.5295 3.0578
H 2.6748 -1.6994 1.9014
H -1.6932 1.5512 -0.9250
H 1.9993 0.9337 -0.3681
H -3.7454 -0.2096 0.3981
H -4.2357 1.3606 -0.1566
H 2.5083 2.9580 0.9838
H 3.9500 2.8733 1.9540
H 3.9750 0.4465 1.5893
H 2.5432 0.9601 2.4833

=====

2.
Formula: C17H18N6O
Source: OMol25
Level of theory: ωB97M-V with the def2-TZVPD basis set

## Properties
Structure (SMILES): O=c1[nH]cnc2c(CN3CCN(c4ccccn4)CC3)nccc12
E_HOMO, eV: -7.7
Net charge: 0
Total energy, Eh: -1062.29408

Geometry (Å):
O -3.9250 -2.1172 -4.7198
N -0.0196 -2.4258 -3.6921
N 1.3597 2.5981 3.6424
N -0.9304 0.6225 -1.7239
C -2.7444 -2.2040 -4.4005
C -0.5877 -3.2584 -4.5313
C 0.9282 3.0746 4.7787
C -2.2716 0.5137 -1.8116
C 0.8142 1.5177 3.1766
C -0.2157 -0.4704 -2.1914
C -0.1486 2.4562 5.4330
C -0.3292 0.9388 3.7534
C -0.8648 1.3852 4.9258
C -2.9099 -0.4900 -2.6466
C -0.8042 -1.4225 -3.1249
C -2.1638 -1.3097 -3.4991
N -1.9582 -3.1142 -5.0189
N 1.3666 0.7963 2.0371
N 1.7196 -0.1434 -0.5414
C 1.3392 -0.4153 -1.9764
C 1.4513 -0.5791 1.9482
C 2.3951 1.4911 1.2684
C 0.8611 -0.8879 0.5660
C 1.8401 1.3175 -0.2206
H 0.0641 -4.0953 -4.9546
H 1.3187 4.0247 5.2200
H -2.9518 1.1334 -1.1725
H -0.6222 2.9325 6.2655
H -0.7019 -0.0092 3.3660
H -1.7381 0.9203 5.3678
H -3.9184 -0.6148 -2.6447
H -2.3427 -3.9636 -5.6161
H 1.6799 -1.4448 -2.1780
H 1.7410 0.3775 -2.5955
H 0.8091 -1.1060 2.6146
H 2.4768 -0.9246 2.0771
H 2.6352 2.5035 1.5613
H 3.4050 1.0450 1.4416
H -0.1993 -0.3988 0.5828
H 0.7463 -1.9307 0.4619
H 2.4720 1.8332 -0.9490
H 0.9240 1.8436 -0.2791

=====

3.
Formula: C17H18O5
Source: OMol25
Level of theory: ωB97M-V with the def2-TZVPD basis set

## Properties
Structure (SMILES): CC[C@@H](C(=O)OC)c1ccc(Oc2ccc(C(C)=O)o2)cc1
E_HOMO, eV: -8.5
Net charge: 0
Total energy, Eh: -1034.75150

Geometry (Å):
O -1.1783 3.2817 5.5420
O 0.6222 -0.8155 -4.6854
O -1.6651 1.1262 2.6991
O -2.7198 -0.7104 1.4561
O 1.4043 -2.6732 -3.5134
C -1.0196 2.8510 4.3867
C 1.0975 -1.3681 -3.6708
C -2.6400 0.1640 2.5020
C -3.5715 0.2759 3.4861
C -3.1045 1.2914 4.3454
C -1.9032 1.7667 3.8736
C -1.6942 0.4686 -0.4242
C -0.8109 -1.6493 0.3877
C -0.6659 0.5447 -1.3667
C 0.1696 -1.6278 -0.6038
C -1.7259 -0.5960 0.4885
C 0.2830 -0.4939 -1.4596
C 1.0028 -3.5089 -4.6507
C 0.1395 3.4925 3.5457
C 3.2504 0.3963 -0.9131
C 1.3920 -0.4036 -2.5251
C 2.7980 -0.7252 -1.9015
H -4.4293 -0.3172 3.6654
H -3.5609 1.5940 5.2806
H -2.4780 1.2311 -0.3374
H -0.9723 -2.4519 1.0512
H -0.6280 1.3875 -2.0551
H 0.7965 -2.5172 -0.6621
H 1.4655 -3.1353 -5.5659
H -0.1162 -3.4998 -4.7702
H 1.3008 -4.5556 -4.5070
H 0.9568 3.8782 4.1794
H -0.2967 4.3212 2.9941
H 0.5482 2.7899 2.8344
H 2.5933 0.4558 -0.0482
H 3.3002 1.3388 -1.4273
H 4.2851 0.2085 -0.5568
H 1.3974 0.6127 -2.9762
H 2.8368 -1.7039 -1.4075
H 3.5406 -0.7239 -2.6902

=====

4.
Formula: C17H18O6
Source: OMol25
Level of theory: ωB97M-V with the def2-TZVPD basis set

## Properties
Structure (SMILES): COC1=CC(=O)O[C@](/C=C/c2ccccc2)(OC)[C@H]1OC(C)=O
E_HOMO, eV: -8.8
Net charge: 0
Total energy, Eh: -1109.91492

Geometry (Å):
O 2.5949 1.8338 -2.3788
O -0.6399 -4.1689 -1.5143
O -1.6203 -0.5714 -2.7830
O 2.4111 -0.2192 -1.3679
O 1.9265 -1.8972 0.2684
O -0.8387 -2.0712 -0.6073
C 1.9230 0.7511 -2.1540
C -1.1826 -3.3916 -0.7202
C 0.4872 0.6225 -2.6995
C -0.2764 -0.4460 -2.3254
C 1.2458 1.2601 1.0373
C 0.7920 0.1018 0.4662
C -1.0346 3.6934 3.5557
C 0.3547 3.8406 3.5899
C -1.6550 2.8320 2.7158
C 1.1193 2.9850 2.8249
C -0.8785 1.9556 1.9801
C 0.4800 2.0781 1.9624
C -2.4566 0.5653 -3.0519
C 3.0972 -2.5471 -0.0809
C -2.2716 -3.9261 0.1663
C 1.3709 -0.8637 -0.5412
C 0.2331 -1.5167 -1.3358
H 0.2316 1.3511 -3.4007
H 2.0729 1.8339 0.7783
H -0.1881 -0.2143 0.7236
H -1.5832 4.5354 4.0755
H 0.8777 4.5025 4.3093
H -2.7462 2.7405 2.5953
H 2.1959 3.0685 2.8889
H -1.3827 1.2669 1.3471
H -3.5510 0.3663 -2.6713
H -2.5228 0.8115 -4.1497
H -2.1911 1.5439 -2.5881
H 3.3208 -3.3508 0.6404
H 3.1427 -3.0379 -1.0168
H 3.9605 -1.9033 0.1362
H -2.1310 -4.9824 0.3280
H -3.2878 -3.7054 -0.1577
H -2.0582 -3.4329 1.1612
H 0.6586 -2.2936 -2.0064

=====

5.
Formula: C17H19AsInN2O3
Source: OMol25
Level of theory: ωB97M-V with the def2-TZVPD basis set

## Properties
E_HOMO, eV: -10.7
Net charge: +1
Total energy, Eh: -3420.11361

Geometry (Å):
In -0.1389 -0.1109 -0.0832
O -1.9860 -0.9964 0.0399
C -2.7065 -0.7460 1.1078
C -4.0944 -0.6190 0.9063
C -4.9711 -0.5596 1.9623
C -4.4873 -0.5604 3.2681
C -3.1318 -0.6343 3.4967
C -2.1975 -0.7114 2.4456
C -0.8089 -0.7606 2.8003
N 0.1632 -0.7440 1.9467
N 1.4392 -0.8235 2.2623
C 2.2821 -0.8176 1.2431
O 1.9629 -0.6638 0.0121
C 3.7056 -1.0009 1.5454
C 4.2358 -0.7611 2.8125
C 5.5645 -1.0496 3.0598
C 6.3693 -1.5762 2.0602
C 5.8534 -1.7763 0.7888
C 4.5316 -1.4804 0.5264
H -4.4356 -0.6220 -0.1173
H -6.0314 -0.5157 1.7725
H -5.1757 -0.5019 4.0945
H -2.7631 -0.6228 4.5115
H -0.5487 -0.8660 3.8592
H 3.6024 -0.3430 3.5793
H 5.9815 -0.8638 4.0374
H 7.3974 -1.8328 2.2672
H 6.4798 -2.1664 0.0032
H 4.1124 -1.6385 -0.4562
C 0.0819 4.1161 -2.0924
As 1.1191 3.0174 -0.8594
C 1.9732 4.0747 0.5378
C 2.4101 1.9143 -1.8081
O 0.0355 2.0225 -0.0660
H 0.7249 4.8052 -2.6392
H -0.6631 4.6801 -1.5259
H -0.4325 3.4566 -2.7956
H 2.7068 4.7696 0.1305
H 2.4639 3.3827 1.2262
H 1.2000 4.6279 1.0774
H 3.1403 2.5065 -2.3570
H 1.8596 1.2695 -2.5010
H 2.9217 1.2878 -1.0738

=====

6.
Formula: C17H19BMnN6O2
Source: OMol25
Level of theory: ωB97M-V with the def2-TZVPD basis set

## Properties
Multiplicity: 6
E_HOMO (spin up / spin down), eV: -14.5 / -14.5
Expectation value of S²: 8.97
Net charge: +2
Total energy, Eh: -2313.32507

Geometry (Å):
C -0.2793 2.9840 -0.5673
N -0.0879 1.7200 -0.9996
N 0.0751 1.7493 -2.3508
C -0.0136 3.0362 -2.7692
C -0.2388 3.8587 -1.6645
B 0.2302 0.4742 -3.2605
N 1.3905 -0.3881 -2.7039
N 1.4852 -0.7048 -1.3897
C 2.5801 -1.4732 -1.2382
C 3.2068 -1.6671 -2.4839
C 2.4173 -0.9557 -3.3868
Mn 0.0000 0.0000 0.0000
N -1.0784 -0.3319 -3.3288
N -1.6948 -0.8349 -2.2256
C -2.8290 -1.3952 -2.6659
C -2.9627 -1.2633 -4.0696
C -1.8166 -0.5756 -4.4530
H -3.5046 -1.8794 -1.9570
H -1.4671 -0.2463 -5.4318
H -3.7670 -1.6245 -4.7105
H 0.5195 0.8740 -4.3683
H 2.5085 -0.8087 -4.4623
H 0.0858 3.2683 -3.8284
H 4.1120 -2.2342 -2.6954
H -0.3550 4.9410 -1.6543
H 2.8648 -1.8311 -0.2484
H -0.4261 3.1755 0.4941
H -0.8219 -1.5478 -0.2923
C -0.2271 -1.5866 0.6395
H 0.5682 -2.3381 0.5290
H 0.4048 -0.6080 1.2685
H -0.8789 -1.7868 1.4999
O -3.6677 1.4459 1.4241
C -2.4736 0.9266 1.6037
O -1.6627 0.9305 0.5570
C -2.0982 0.5466 2.9903
C -0.7641 0.5008 3.4251
C -0.4580 0.1970 4.7568
C -1.4813 -0.0514 5.6740
C -2.8124 0.0131 5.2630
C -3.1200 0.3144 3.9340
H 0.0475 0.7451 2.7635
H 0.5737 0.1707 5.0832
H -1.2441 -0.2772 6.7054
H -3.6081 -0.1621 5.9759
H -4.1631 0.3695 3.6466

=====

7.
Formula: C17H19BrN4O5S
Source: OMol25
Level of theory: ωB97M-V with the def2-TZVPD basis set

## Properties
Structure (SMILES): CCOC(=O)c1cccc(NC(=O)CCNS(=O)(=O)c2cc(Br)cnc2N)c1
E_HOMO, eV: -8.1
Net charge: 0
Total energy, Eh: -4226.69216

Geometry (Å):
C -0.1598 3.5796 -4.5047
C 1.0104 2.6206 -4.6673
H 1.8455 2.9315 -4.0311
H 1.3339 2.5649 -5.7087
O 0.6412 1.2826 -4.3253
C 0.6331 0.9687 -3.0314
O 0.9406 1.7383 -2.1485
C 0.2454 -0.4430 -2.7876
C -0.2879 -0.7685 -1.5456
C -0.5607 -2.0939 -1.2342
C -0.3233 -3.0804 -2.1921
C 0.1730 -2.7447 -3.4380
C 0.4655 -1.4279 -3.7451
H 0.8743 -1.1611 -4.7063
H 0.3449 -3.5197 -4.1696
H -0.5270 -4.1153 -1.9554
N -1.0460 -2.4900 0.0120
C -1.3001 -1.7203 1.1063
O -1.3555 -0.5103 1.1085
C -1.6477 -2.5462 2.3425
H -2.7049 -2.8148 2.2736
H -1.0502 -3.4583 2.3725
C -1.4164 -1.7171 3.6098
N -0.0426 -1.6811 4.0568
S 1.1517 -1.0927 3.0319
O 2.3670 -1.2409 3.7732
O 1.1144 -1.7547 1.7443
C 0.7201 0.6209 2.8812
C 0.2045 1.2393 3.9958
C -0.1581 2.5750 3.8952
C 0.0104 3.2256 2.6806
N 0.5199 2.6374 1.6249
C 0.8943 1.3522 1.6856
N 1.4836 0.8272 0.6060
H 1.3994 1.3374 -0.2677
H 1.5937 -0.1761 0.5807
H -0.2752 4.2618 2.5565
Br -0.8900 3.4828 5.3871
H 0.0870 0.6802 4.9111
H 0.2863 -2.5493 4.4537
H -1.7137 -0.6857 3.3985
H -2.0225 -2.0964 4.4355
H -1.0434 -3.4905 0.1547
H -0.4874 0.0078 -0.8272
H 0.1343 4.5709 -4.8372
H -0.4545 3.6320 -3.4596
H -1.0077 3.2423 -5.0960

=====

8.
Formula: C17H19Cl2IrN3
Source: OMol25
Level of theory: ωB97M-V with the def2-TZVPD basis set

## Properties
Multiplicity: 5
E_HOMO (spin up / spin down), eV: -1.2 / -5.1
Expectation value of S²: 6.04
Net charge: -1
Total energy, Eh: -1848.06914

Geometry (Å):
Ir -0.6405 -0.8377 -1.4798
Cl 1.1367 -0.0929 -2.7661
Cl -1.6533 -1.3841 0.4835
C -2.0994 -0.1362 -2.3537
H -3.1102 -0.5413 -2.1059
H -1.9826 -0.0997 -3.4641
C 0.2062 -3.1159 -1.4341
C -0.6629 -2.6679 -2.3735
H -0.1180 -3.3195 -0.4049
C -0.3492 -2.5776 -3.8973
H -1.7348 -2.8362 -2.2026
C 0.8118 -3.4856 -4.2316
H -1.2749 -2.8250 -4.4288
H -0.1244 -1.5423 -4.1958
C 1.9807 -3.3119 -3.2696
H 0.4405 -4.5114 -4.2149
H 1.1181 -3.3067 -5.2572
C 1.5888 -3.5301 -1.7857
H 2.7358 -4.0654 -3.5230
H 2.3650 -2.2927 -3.3485
H 1.6950 -4.6227 -1.6200
H 2.3380 -3.0356 -1.1507
N -0.4274 3.9297 8.0932
C -0.3583 3.6630 6.9555
C -0.2649 3.3354 5.5558
C 0.1250 2.0476 5.1664
C 0.2201 1.7203 3.8097
C -0.0439 2.6826 2.8266
C -0.4363 3.9805 3.2070
C -0.5601 4.2946 4.5755
N 0.0332 2.2942 1.4730
C -0.1230 3.1008 0.3459
C -0.1445 2.2678 -0.7400
N -0.1013 0.9515 -0.3051
C 0.1427 0.9982 1.0027
H 0.3535 1.2934 5.9192
H 0.5081 0.7113 3.5241
H -0.6635 4.7452 2.4639
H -0.8868 5.2870 4.8936
H -0.2055 4.1689 0.3937
H -0.1831 2.4971 -1.7892
H 0.3495 0.1693 1.6527

=====

9.
Formula: C17H19Cl2N3O2S
Source: OMol25
Level of theory: ωB97M-V with the def2-TZVPD basis set

## Properties
Structure (SMILES): CN1CCN(c2ccc(Cl)cc2NS(=O)(=O)c2ccccc2Cl)CC1
E_HOMO, eV: -7.8
Net charge: 0
Total energy, Eh: -2292.50351

Geometry (Å):
C 2.1631 3.7432 1.2451
N 1.7418 2.4986 0.6415
C 0.6678 2.6961 -0.3153
C 0.3426 1.3559 -0.9823
N -0.0297 0.3440 -0.0180
C -1.3499 0.1934 0.3741
C -2.3491 1.1032 0.0026
C -3.6718 0.9390 0.3606
C -4.0417 -0.1531 1.1248
C -3.0917 -1.0901 1.4883
C -1.7673 -0.9360 1.1110
N -0.8437 -1.9674 1.4245
S -0.7341 -3.2164 0.2812
O -0.0524 -4.2749 0.9635
O -2.0134 -3.4965 -0.2948
C 0.3880 -2.5405 -0.9445
C 1.7322 -2.7957 -0.7445
C 2.6712 -2.3404 -1.6533
C 2.2518 -1.6343 -2.7708
C 0.9081 -1.3764 -2.9753
C -0.0328 -1.8272 -2.0551
Cl -1.6927 -1.4889 -2.3045
H 0.5739 -0.8302 -3.8425
H 2.9754 -1.2822 -3.4904
H 3.7195 -2.5394 -1.4954
H 2.0090 -3.3683 0.1259
H -1.0469 -2.4176 2.3081
H -3.3791 -1.9676 2.0477
Cl -5.6856 -0.3622 1.6092
H -4.4097 1.6647 0.0574
H -2.0932 1.9741 -0.5773
C 1.0390 0.1829 0.9478
C 1.3449 1.5173 1.6348
H 2.1698 1.3838 2.3380
H 0.4531 1.8477 2.2006
H 0.7667 -0.5678 1.6853
H 1.9306 -0.1506 0.4078
H -0.4375 1.4644 -1.7346
H 1.2497 0.9961 -1.4794
H 1.0039 3.4094 -1.0717
H -0.2341 3.1060 0.1748
H 2.4934 4.4234 0.4615
H 1.3609 4.2323 1.8201
H 3.0004 3.5482 1.9132

=====

10.
Formula: C17H19ClN2O4
Source: OMol25
Level of theory: ωB97M-V with the def2-TZVPD basis set

## Properties
Structure (SMILES): CN(C)[C@H](Cl)C1(Cc2ccc(C#N)cc2)C(=O)OC(C)(C)OC1=O
E_HOMO, eV: -9.1
Net charge: 0
Total energy, Eh: -1529.81824

Geometry (Å):
C 4.1944 -0.7340 -0.4968
N 3.4791 0.0456 0.5268
C 4.4607 0.8895 1.2646
C 2.2353 0.6176 0.0702
Cl 2.3088 2.4374 0.4185
H 5.0477 -1.2148 -0.0149
H 3.5742 -1.4878 -0.9621
H 4.5695 -0.0515 -1.2912
H 5.3047 0.2209 1.5090
H 4.8217 1.7050 0.6185
H 4.0468 1.2809 2.1782
H 2.3222 0.3985 -1.0129
C -0.6179 3.2540 -2.2330
C -0.8395 1.9747 -1.4499
C -2.2900 1.4753 -1.4587
O 0.0459 0.9791 -2.0295
C 0.3247 -0.1361 -1.2681
O 0.5309 -1.2073 -1.7924
C 0.7575 0.1300 0.1947
C 0.3647 -1.1488 0.9690
C -1.1341 -1.4309 0.8807
C -1.6340 -2.3621 -0.0332
C -2.9247 -2.8659 0.0750
C -3.7697 -2.4580 1.1157
C -5.0861 -3.0268 1.2698
N -6.1669 -3.4865 1.3888
C -3.2874 -1.5026 2.0180
C -2.0000 -0.9971 1.8929
C -0.0985 1.2429 0.7402
O -0.2871 1.3193 1.9630
O -0.4843 2.2627 -0.0830
H 0.4416 3.5097 -2.1833
H -0.9083 3.1014 -3.2743
H -1.2114 4.0626 -1.8045
H -2.3892 0.5536 -0.8528
H -2.9355 2.2602 -1.0325
H -2.5942 1.2708 -2.4946
H 0.9647 -1.9942 0.5628
H 0.6848 -0.9649 2.0176
H -0.9870 -2.7560 -0.8157
H -3.2706 -3.6553 -0.6021
H -3.9129 -1.2235 2.8738
H -1.6504 -0.2876 2.6374

=====

11.
Formula: C17H19ClO3P
Source: OMol25
Level of theory: ωB97M-V with the def2-TZVPD basis set

## Properties
E_HOMO, eV: -12.9
Net charge: +1
Total energy, Eh: -1686.17721

Geometry (Å):
O 3.6406 0.0193 -0.4971
C 2.5825 0.5398 -0.7691
C 1.8010 1.1776 0.3884
P 0.8572 -0.0272 1.3256
C 1.6724 -1.5999 1.5317
C 1.8262 -2.3983 0.2074
C 1.1613 -3.7596 0.2898
Cl 1.8912 -4.7373 1.5782
C 2.0084 0.5711 -2.1271
C 0.6721 0.9106 -2.3616
C 0.1679 0.8840 -3.6488
C 0.9967 0.5471 -4.7113
C 2.3324 0.2280 -4.4868
C 2.8344 0.2281 -3.1988
H 2.5408 1.5754 1.0843
H 1.1334 1.9845 0.0881
H -0.4115 -0.2200 0.7799
H 0.6572 0.5270 2.5884
H 1.0984 -2.1812 2.2574
H 2.6405 -1.4073 1.9963
H 1.3663 -1.8630 -0.6290
H 2.8843 -2.5100 -0.0091
H 1.2946 -4.2864 -0.6519
H 0.0902 -3.6878 0.4716
H 0.0198 1.2020 -1.5474
H -0.8664 1.1288 -3.8462
H 0.6070 0.5310 -5.7199
H 2.9866 -0.0206 -5.3101
H 3.8661 -0.0321 -3.0079
C -3.7947 0.7735 3.6203
C -2.6591 1.3973 3.3169
C -2.4720 2.0544 2.0012
O -1.4268 2.6157 1.7209
C -3.5960 2.0054 1.0376
C -4.7334 1.3828 1.3366
C -4.9240 0.7152 2.6519
O -5.9529 0.1460 2.9259
H -3.9583 0.2882 4.5742
H -1.8292 1.4628 4.0104
H -3.4361 2.5030 0.0892
H -5.5690 1.3324 0.6502